The following is a DFT calculation (ωB97M-V with the def2-TZVPD basis set) of one molecule with the formula C18H15Cl4N3OS2.

Last column: Löwdin charge in e.
CARTESIAN COORDINATES (ANGSTROEM)
C  -2.095  1.183  -2.537  -0.027
N  -1.830  1.229  -1.130  -0.076
C  -1.312  2.265  -0.402  -0.627
N  -1.198  1.931  0.854  0.031
N  -1.627  0.666  0.975  0.063
C  -2.005  0.243  -0.198  -0.433
C  -2.509  -1.108  -0.493  -0.239
H  -3.568  -1.092  -0.758  0.104
H  -1.956  -1.595  -1.298  0.086
S  -2.407  -2.195  1.016  0.954
O  -2.779  -3.506  0.490  -0.547
C  -0.528  -2.204  1.192  -0.293
C  0.084  -2.982  0.098  -0.318
C  0.630  -2.390  -1.043  -0.561
C  1.100  -3.136  -2.110  -0.104
C  1.025  -4.517  -2.059  -0.070
C  0.518  -5.142  -0.936  -0.095
C  0.060  -4.382  0.129  -0.599
Cl  -0.502  -5.201  1.533  0.756
H  0.475  -6.218  -0.877  0.106
H  1.376  -5.104  -2.893  0.109
H  1.517  -2.636  -2.969  0.103
Cl  0.789  -0.658  -1.131  0.837
H  -0.359  -2.673  2.159  0.070
H  -0.234  -1.160  1.225  0.045
S  -0.823  3.763  -1.126  0.956
C  0.467  4.285  0.075  -0.420
C  1.386  3.163  0.419  -0.350
C  2.205  2.574  -0.545  -0.627
C  3.012  1.485  -0.259  -0.161
C  3.003  0.952  1.017  -0.092
C  2.222  1.524  2.003  -0.101
C  1.430  2.623  1.707  -0.626
Cl  0.519  3.326  2.982  0.741
H  2.216  1.123  3.004  0.105
H  3.612  0.090  1.243  0.111
H  3.628  1.059  -1.034  0.103
Cl  2.229  3.212  -2.151  0.707
H  -0.043  4.663  0.958  0.044
H  0.987  5.092  -0.442  0.077
H  -3.169  1.244  -2.728  0.103
H  -1.600  2.029  -3.013  0.070
H  -1.708  0.252  -2.953  0.089

Results
LUMO level (hartree): 0.01416
Spin multiplicity: 1
E (eV): -97187.161
ΔE to the lowest compared entry with this formula, charge and spin (kJ/mol): 21.4
Net charge: 0